1.
Entry from OMol25: 2 unconnected molecules or ions with the total composition C18H33N2O4 (the ωB97M-V functional and the def2-TZVPD basis).

The total charge is +1. Its max |F| is 1.033 eV Å⁻¹. As for the orbital gap: 0.251 Ha. The calculation puts the total energy at -1115.8768 a.u.

Element x y z (Å)
1 C 1.554 -1.754 -0.548
2 C 0.824 -1.741 -1.892
3 C -0.621 -1.252 -1.740
4 O -0.782 0.070 -2.336
5 C -1.073 1.039 -1.442
6 C -0.104 1.967 -1.078
7 N -0.426 2.928 -0.195
8 C -1.647 3.051 0.350
9 C -2.665 2.157 0.016
10 C -4.028 2.333 0.615
11 C -4.436 1.284 1.677
12 C -3.952 -0.151 1.485
13 C -4.650 -0.941 0.369
14 O -5.520 -0.088 -0.386
15 C -6.222 -0.724 -1.342
16 C -6.996 0.193 -2.224
17 O -6.226 -1.908 -1.461
18 C -2.350 1.157 -0.897
19 H 1.736 -0.751 -0.166
20 H 2.527 -2.218 -0.691
21 H 1.014 -2.334 0.195
22 H 0.784 -2.768 -2.243
23 H 1.352 -1.096 -2.583
24 H -0.850 -1.201 -0.677
25 H -1.335 -1.929 -2.194
26 H 0.896 1.953 -1.474
27 H 0.291 3.600 0.045
28 H -1.779 3.862 1.045
29 H -4.773 2.395 -0.170
30 H -4.031 3.301 1.111
31 H -4.157 1.644 2.663
32 H -5.521 1.253 1.662
33 H -2.873 -0.212 1.358
34 H -4.166 -0.667 2.416
35 H -5.195 -1.785 0.772
36 H -3.927 -1.374 -0.322
37 H -7.285 -0.358 -3.107
38 H -7.910 0.513 -1.730
39 H -6.435 1.082 -2.495
40 H -3.110 0.457 -1.204
41 C 7.711 -1.010 1.245
42 C 6.831 -0.025 0.482
43 C 5.573 0.407 1.249
44 O 4.535 -0.558 1.288
45 C 4.689 -1.568 2.272
46 N 6.516 -0.590 -0.834
47 H 7.305 -2.021 1.225
48 H 8.700 -1.055 0.790
49 H 7.834 -0.709 2.287
50 H 7.421 0.881 0.319
51 H 5.143 1.270 0.732
52 H 5.823 0.734 2.267
53 H 5.165 -1.179 3.175
54 H 5.264 -2.414 1.889
55 H 3.693 -1.930 2.530
56 H 6.035 0.107 -1.396
57 H 5.829 -1.328 -0.701

---

2.
Entry from OMol25: 2 unconnected molecules or ions with the total composition C18H34Cl2FN3O6S (the ωB97M-V functional and the def2-TZVPD basis).

The total charge is 0. Its max |F| is 2.400 eV Å⁻¹. As for the orbital gap: 0.139 Ha. The calculation puts the total energy at -2740.2625 a.u.

Element x y z (Å)
1 C 0.997 1.526 0.447
2 C 0.681 0.250 1.270
3 C 1.990 -0.539 1.457
4 C 3.157 0.339 1.933
5 O 4.222 0.228 1.384
6 N 2.994 1.300 3.014
7 C 2.390 0.768 4.132
8 O 2.321 -0.397 4.432
9 F 1.873 1.703 4.939
10 O 2.295 -1.155 0.241
11 C 1.406 -2.232 -0.024
12 C 1.470 -2.566 -1.513
13 C 1.048 -1.452 -2.482
14 C 2.032 -0.260 -2.649
15 C 3.518 -0.589 -2.571
16 N 4.317 0.654 -2.387
17 C -0.025 -2.040 0.571
18 C -1.091 -2.965 -0.047
19 C -1.996 -2.369 -1.157
20 C -3.437 -2.882 -0.931
21 Cl -3.559 -4.644 -1.053
22 N -0.407 -0.594 0.628
23 C -1.663 -0.342 1.388
24 C -2.197 1.090 1.188
25 C -2.668 1.270 -0.260
26 C -3.383 2.596 -0.562
27 S -2.479 4.023 0.075
28 O -2.871 5.196 -0.585
29 O -1.054 3.766 -0.037
30 O -2.849 4.054 1.625
31 H 1.944 1.459 -0.092
32 H 0.217 1.760 -0.277
33 H 1.086 2.361 1.141
34 H 0.381 0.594 2.259
35 H 1.878 -1.312 2.233
36 H 2.533 2.150 2.701
37 H 1.809 -3.108 0.509
38 H 2.494 -2.890 -1.709
39 H 0.862 -3.440 -1.752
40 H 0.069 -1.020 -2.237
41 H 0.916 -1.905 -3.468
42 H 1.745 0.551 -1.979
43 H 1.856 0.140 -3.655
44 H 3.781 -1.232 -1.731
45 H 3.895 -1.063 -3.481
46 H 4.745 0.638 -1.470
47 H 3.701 1.458 -2.392
48 H 0.056 -2.344 1.617
49 H -1.750 -3.267 0.771
50 H -0.663 -3.895 -0.411
51 H -2.083 -1.284 -1.152
52 H -1.722 -2.754 -2.140
53 H -4.072 -2.395 -1.671
54 H -3.787 -2.517 0.037
55 H -0.453 -0.242 -0.332
56 H -2.479 -1.008 1.111
57 H -1.516 -0.479 2.459
58 H -1.483 1.840 1.515
59 H -3.088 1.162 1.818
60 H -1.818 1.216 -0.955
61 H -3.331 0.448 -0.554
62 H -4.436 2.620 -0.283
63 H -3.364 2.741 -1.643
64 H -2.059 3.863 2.144
65 Cl -2.897 7.416 0.604